1.
DFT (ωB97M-V/def2-TZVPD) results for a cluster of 2 separate species, C11H17OP in total.

```
! wB97M-V def2-TZVPD RIJCOSX def2/J DEFGRID3
* xyz 0 1
C -4.47 -0.47 0.06
C -3.54 -1.49 -0.11
C -4.07 0.85 0.12
C -2.19 -1.18 -0.22
C -2.71 1.19 0.02
C -1.86 0.14 -0.15
C -2.26 2.61 0.06
C 3.57 0.09 -0.33
C 2.00 -0.45 1.56
C 1.75 -1.61 -0.67
C 2.17 -0.34 0.05
O 1.48 2.36 0.08
P 1.07 1.07 -0.49
H -5.52 -0.71 0.14
H -3.86 -2.52 -0.15
H -4.80 1.63 0.26
H -1.46 -1.96 -0.36
H -2.65 3.16 -0.80
H -2.63 3.10 0.96
H -1.18 2.66 0.05
H 3.67 0.19 -1.41
H 3.80 1.06 0.12
H 4.31 -0.63 0.02
H 0.96 -0.70 1.80
H 2.24 0.50 2.03
H 2.65 -1.22 1.97
H 0.77 -1.93 -0.32
H 1.69 -1.43 -1.74
H 2.46 -2.41 -0.49
H 1.27 1.07 -1.89
*
```

* LUMO level (spin up / spin down): -0.2 / -0.7 eV
* HOMO-LUMO gap (spin up / spin down): 8.189 / 8.056 eV
* energy relative to the best compared isomer or geometry (same formula, charge and spin): 1.151 eV

2.
DFT (ωB97M-V/def2-TZVPD) results for a cluster of 2 separate species, C11H18 in total.

```
! wB97M-V def2-TZVPD RIJCOSX def2/J DEFGRID3
* xyz 0 1
C -1.63 -0.30 -0.95
C -1.35 1.22 -1.25
C -0.28 -0.99 -0.86
C 0.19 -1.59 -2.03
C 0.54 -1.07 0.27
C 1.52 -2.02 -2.11
C 1.85 -1.45 0.17
C 2.32 -2.09 -1.00
H -2.12 -0.39 0.03
H -2.31 -0.78 -1.65
H -1.59 1.85 -0.41
H -0.31 -1.29 -2.96
H 0.32 -0.49 1.17
H 1.90 -2.38 -3.07
H 2.50 -1.30 1.02
H 3.38 -2.32 -1.00
H -1.87 1.51 -2.15
H -0.30 1.43 -1.39
C -0.27 1.92 2.64
C -1.68 1.28 2.38
C -0.11 3.02 1.58
H -0.20 2.35 3.64
H 0.59 1.24 2.63
H -1.80 0.22 2.62
H -0.54 3.91 2.06
H 0.84 3.23 1.12
H -1.96 1.57 1.37
H -2.46 1.91 2.83
H -0.84 2.88 0.79
*
```

* LUMO level: 1.1 eV
* structure (SMILES): CCc1ccccc1.CCC
* HOMO-LUMO gap: 10.043 eV
* energy relative to the best compared isomer or geometry (same formula, charge and spin): 1.607 eV

3.
DFT (ωB97M-V/def2-TZVPD) results for a cluster of 2 separate species, C11H18 in total.

```
! wB97M-V def2-TZVPD RIJCOSX def2/J DEFGRID3
* xyz 0 1
C -0.33 -1.60 1.20
C -1.68 -2.35 0.97
C -0.55 -1.02 2.64
C 1.05 -2.34 1.20
H -0.24 -0.88 0.45
H -2.36 -1.88 1.68
H -0.93 -1.65 3.44
H 0.47 -0.74 3.05
H -1.08 -0.12 2.47
H 1.03 -3.38 1.46
H 1.60 -2.32 0.29
H -1.55 -3.36 1.32
H -2.16 -2.27 0.01
H 1.65 -1.80 1.96
C 0.71 3.12 0.20
C -0.79 2.07 -1.45
C 0.49 2.21 -0.98
C -1.09 1.15 -2.52
C -0.12 0.26 -2.98
C 1.53 1.35 -1.48
C 1.18 0.40 -2.39
H -1.43 2.84 -1.10
H -2.07 1.23 -3.00
H 0.88 2.59 1.16
H -0.05 3.91 0.17
H -0.28 -0.52 -3.73
H 2.55 1.63 -1.24
H 1.93 -0.24 -2.86
H 1.62 3.70 0.06
*
```

* LUMO level: 0.9 eV
* structure (SMILES): Cc1ccccc1.CC(C)C
* HOMO-LUMO gap: 10.012 eV
* energy relative to the best compared isomer or geometry (same formula, charge and spin): 1.509 eV

4.
DFT (ωB97M-V/def2-TZVPD) results for a cluster of 5 separate species, C11H18 in total.

```
! wB97M-V def2-TZVPD RIJCOSX def2/J DEFGRID3
* xyz 0 1
C 1.61 0.23 -1.24
C 1.73 1.39 -0.47
C 2.43 1.15 0.64
C 2.81 -0.21 1.10
C 2.65 -1.29 0.29
C 2.05 -1.04 -0.90
C -2.22 -0.04 0.04
C -1.91 1.35 -0.59
C -3.54 -0.15 0.56
C -1.36 -0.27 1.37
C -2.05 -1.08 -0.91
H 1.14 0.27 -2.18
H 1.41 2.50 -0.61
H 2.54 1.99 1.24
H 3.56 -0.21 1.93
H 3.05 -2.25 0.53
H 1.95 -1.77 -1.67
H -2.62 1.78 -1.34
H -1.89 1.99 0.32
H -0.82 1.46 -0.96
H -3.82 -1.27 0.73
H -4.02 0.55 1.35
H -4.27 -0.03 -0.26
H -2.36 -0.75 2.45
H -0.97 1.14 1.65
H -0.24 -1.44 1.15
H -1.17 -1.21 -1.51
H -1.82 -2.05 -0.40
H -2.87 -0.90 -1.63
*
```

* LUMO level: 0.6 eV
* HOMO-LUMO gap: 9.625 eV
* energy relative to the best compared isomer or geometry (same formula, charge and spin): 8.431 eV

5.
DFT (ωB97M-V/def2-TZVPD) results for a cluster of 2 separate species, C11H18 in total.

```
! wB97M-V def2-TZVPD RIJCOSX def2/J DEFGRID3
* xyz 0 1
C -1.57 1.22 -1.38
C -2.21 -0.14 -1.62
C -2.42 2.20 -2.18
C -1.48 1.64 0.07
H -0.56 1.19 -1.78
H -1.68 -0.94 -1.10
H -3.49 2.04 -2.07
H -2.17 3.24 -1.94
H -2.14 2.20 -3.25
H -1.97 0.98 0.79
H -0.43 1.71 0.38
H -1.99 2.58 0.32
H -2.25 -0.49 -2.66
H -3.22 -0.16 -1.18
C 0.95 -3.15 1.17
C 2.46 0.05 -0.05
C 2.82 0.64 1.13
C 1.79 -1.19 -0.07
C 1.59 -1.79 1.17
C 2.50 0.09 2.39
C 1.93 -1.17 2.37
H 2.12 0.68 -0.86
H 3.41 1.56 1.14
H 1.32 -1.62 -0.95
H 2.58 0.76 3.24
H 0.44 -3.31 0.22
H 0.19 -3.17 1.96
H 1.84 -1.71 3.31
H 1.64 -3.96 1.44
*
```

* LUMO level: 1.0 eV
* structure (SMILES): Cc1ccccc1.CC(C)C
* HOMO-LUMO gap: 9.924 eV
* energy relative to the best compared isomer or geometry (same formula, charge and spin): 1.248 eV

6.
DFT (ωB97M-V/def2-TZVPD) results for a structure of composition C11H18Br2N2O8PS2.

```
! wB97M-V def2-TZVPD RIJCOSX def2/J DEFGRID3
* xyz -1 1
N -2.94 6.38 3.98
C -3.06 5.20 4.22
O -3.56 3.93 4.60
C -3.74 3.03 3.47
Br -2.79 1.32 3.99
C -2.99 3.52 2.11
O -1.70 3.44 2.00
O -3.68 3.99 0.99
N -5.16 2.65 3.24
Br -5.90 1.79 4.77
P -6.20 4.06 2.97
O -7.56 3.88 3.71
H -6.43 4.13 1.53
H -5.65 5.30 3.42
C 0.85 2.07 -1.75
C 1.28 0.72 -2.32
C 1.61 -0.20 -1.14
S 0.61 0.37 0.23
O 1.48 0.89 1.25
O -0.42 -0.61 0.51
C -0.14 1.75 -0.63
H 0.40 2.71 -2.51
H 1.72 2.59 -1.34
H 0.46 0.29 -2.90
H 2.14 0.82 -2.99
H 1.36 -1.24 -1.36
H 2.66 -0.11 -0.85
H -0.29 2.58 0.06
H -1.09 1.42 -1.03
C 2.67 -5.60 -1.94
C 3.16 -4.91 -0.67
C 4.21 -3.88 -1.09
S 3.79 -3.38 -2.75
O 4.85 -3.81 -3.64
O 3.30 -2.02 -2.74
C 2.40 -4.49 -2.95
H 1.78 -6.20 -1.76
H 3.45 -6.27 -2.33
H 2.32 -4.41 -0.18
H 3.57 -5.62 0.04
H 4.19 -3.00 -0.43
H 5.21 -4.31 -1.10
H 2.35 -4.84 -3.98
H 1.50 -3.94 -2.69
*
```

* LUMO level: 1.9 eV
* HOMO-LUMO gap: 7.370 eV
* energy relative to the best compared isomer or geometry (same formula, charge and spin): 2.611 eV

7.
DFT (ωB97M-V/def2-TZVPD) results for a cluster of 7 separate species, C11H18Cl18O2 in total.

```
! wB97M-V def2-TZVPD RIJCOSX def2/J DEFGRID3
* xyz 0 1
C -1.45 -0.37 5.21
Cl -2.23 -0.64 3.67
Cl -2.58 -0.96 6.47
Cl 0.10 -1.26 5.24
Cl -1.11 1.37 5.39
C 5.66 0.44 2.34
Cl 6.36 1.91 1.67
Cl 4.55 -0.16 1.08
Cl 6.84 -0.78 2.84
Cl 4.65 0.94 3.75
C 1.69 2.19 -2.85
Cl 2.92 1.30 -1.89
Cl 2.02 1.94 -4.63
Cl 0.16 1.64 -2.43
Cl 1.85 3.97 -2.49
C -0.33 4.38 1.07
C -1.17 5.72 1.26
O -0.94 6.67 0.16
O -0.07 3.79 2.27
H 0.62 4.47 0.53
H -0.89 3.71 0.43
H -0.93 6.31 2.14
H -2.20 5.36 1.36
H -1.27 6.29 -0.66
H 0.35 2.93 2.15
Cl 0.58 -4.36 -5.25
C -0.09 -3.37 -3.95
C 0.85 -2.13 -3.71
Cl 2.42 -2.43 -2.90
H -0.29 -3.94 -3.05
H -1.04 -3.05 -4.37
H 0.28 -1.46 -3.07
H 1.07 -1.49 -4.56
Cl -3.94 -4.63 0.58
C -4.46 -3.96 -0.98
C -3.35 -2.99 -1.50
Cl -3.69 -2.52 -3.16
H -5.45 -3.51 -0.88
H -4.64 -4.78 -1.67
H -2.42 -3.55 -1.60
H -3.30 -2.15 -0.81
Cl -0.22 -3.32 0.11
C 0.44 -2.04 1.16
C 0.86 -0.70 0.41
Cl 0.86 0.55 1.80
H 1.20 -2.42 1.84
H -0.41 -1.79 1.79
H 0.25 -0.32 -0.41
H 1.89 -0.81 0.07
*
```

* LUMO level: -0.3 eV
* structure (SMILES): ClC(Cl)(Cl)Cl.ClC(Cl)(Cl)Cl.ClC(Cl)(Cl)Cl.ClCCCl.ClCCCl.ClCCCl.OCCO
* HOMO-LUMO gap: 9.796 eV

Number 1: maximum force 1.76 eV Å⁻¹. Number 2: maximum force 2.11 eV Å⁻¹. Number 3: maximum force 3.28 eV Å⁻¹. Number 4: maximum force 6.73 eV Å⁻¹. Number 5: maximum force 2.80 eV Å⁻¹. Number 6: maximum force 7.16 eV Å⁻¹. Number 7: maximum force 2.39 eV Å⁻¹.